[1]
Here is a 6-piece molecular cluster, C25H52ClN3O13P overall in a non-equilibrium geometry from the OMol25 dataset. Energies are from the ωB97M-V functional and the def2-TZVPD basis.

Properties
Gap between HOMO and LUMO, eV: 8.667
DFT total energy, hartree: -2927.41582

Structure (ORCA input):
```
! RIJCOSX wB97M-V def2-TZVPD def2/J DEFGRID3
* xyz 1 1
O 1.462 0.478 1.468
N 1.114 1.172 0.582
O 2.180 1.570 -0.256
C 2.942 0.483 -0.777
C 2.102 -0.623 -1.435
C 3.008 -1.807 -1.786
N 2.087 -2.989 -1.892
P 2.879 -4.607 -2.281
O 4.461 -4.250 -2.526
Cl 2.920 -5.447 -0.397
C 0.910 -2.690 -2.813
C 0.995 -1.332 -3.521
N 1.474 -0.213 -2.679
H 3.571 0.024 -0.009
H 3.609 0.883 -1.538
H 1.367 -1.023 -0.715
H 3.520 -1.633 -2.731
H 3.760 -1.981 -1.018
H 1.712 -3.076 -0.944
H 4.513 -3.644 -3.285
H 0.874 -3.485 -3.562
H -0.023 -2.761 -2.255
H 1.586 -1.417 -4.435
H -0.028 -1.117 -3.829
H 0.766 0.494 -2.542
O -2.285 -2.834 -2.567
C -2.986 -3.112 -1.629
O -3.671 -2.118 -1.083
C -4.667 -2.247 -0.067
C -4.059 -2.333 1.302
C -3.024 -4.499 -1.032
H -5.330 -3.085 -0.288
H -5.263 -1.341 -0.140
H -3.430 -3.216 1.428
H -4.841 -2.366 2.060
H -3.434 -1.457 1.474
H -2.175 -4.614 -0.359
H -2.934 -5.221 -1.840
H -3.938 -4.725 -0.491
O 4.866 3.855 6.339
C 4.033 3.940 5.483
O 3.783 2.861 4.709
C 2.709 2.795 3.773
C 3.089 3.421 2.444
C 3.309 5.238 5.209
H 1.798 3.228 4.192
H 2.510 1.734 3.632
H 3.314 4.482 2.546
H 2.277 3.313 1.726
H 3.981 2.942 2.039
H 3.941 5.863 4.578
H 3.152 5.745 6.158
H 2.337 5.121 4.735
O -3.314 1.274 0.296
C -4.148 1.646 1.079
O -5.065 0.760 1.507
C -5.994 1.020 2.572
C -7.225 1.750 2.080
C -4.222 3.077 1.535
H -5.501 1.540 3.394
H -6.274 0.037 2.947
H -6.979 2.733 1.679
H -7.938 1.881 2.894
H -7.707 1.184 1.282
H -4.755 3.658 0.784
H -3.208 3.461 1.619
H -4.700 3.211 2.494
O 1.710 -4.482 -6.517
C 2.787 -4.103 -6.887
O 3.095 -2.794 -6.761
C 4.403 -2.264 -7.022
C 4.611 -1.966 -8.491
C 3.770 -5.040 -7.546
H 5.174 -2.925 -6.620
H 4.451 -1.337 -6.451
H 4.550 -2.869 -9.098
H 5.588 -1.511 -8.652
H 3.843 -1.281 -8.848
H 3.505 -5.139 -8.598
H 3.683 -6.013 -7.070
H 4.809 -4.731 -7.468
O -4.301 2.439 5.945
C -3.163 2.710 5.671
O -2.750 3.985 5.776
C -1.391 4.376 5.596
C -1.052 4.596 4.125
C -2.211 1.659 5.134
H -0.724 3.659 6.078
H -1.290 5.315 6.137
H -1.166 3.680 3.545
H -0.026 4.948 4.015
H -1.722 5.339 3.692
H -2.385 1.539 4.066
H -2.429 0.719 5.633
H -1.159 1.879 5.300
*
```

---

[2]
Here is a 4-piece molecular cluster, C25H53BBrFN4O9P overall from the OMol25 dataset. Energies are from the ωB97M-V functional and the def2-TZVPD basis.

Properties
Gap between HOMO and LUMO, eV: 7.370
DFT total energy, hartree: -4920.50944

Structure (ORCA input):
```
! RIJCOSX wB97M-V def2-TZVPD def2/J DEFGRID3
* xyz 1 1
C 4.408 -0.113 2.978
O 3.103 -0.250 3.568
B 2.149 0.637 3.219
O 1.644 1.545 4.095
N 1.571 0.453 1.814
C 1.714 -0.913 1.245
C 0.892 1.358 1.172
N 0.577 2.613 1.707
C -0.813 2.914 1.186
C -1.752 2.635 2.386
C -2.053 1.167 2.638
C -3.216 0.523 1.923
N -1.392 0.469 3.467
C -0.759 4.412 0.803
C -2.054 5.180 0.875
O -2.794 5.451 0.001
F -2.292 5.590 2.141
C -0.981 1.881 0.000
C -1.510 2.338 -1.360
C -2.994 2.711 -1.312
O -3.702 1.692 -2.043
C -5.032 1.901 -2.088
O -5.550 2.965 -1.915
N 0.346 1.164 -0.075
P 1.278 1.562 -1.536
O 1.640 3.144 -1.290
Br 3.277 0.757 -0.970
H 4.364 0.309 1.968
H 5.014 0.531 3.613
H 4.858 -1.101 2.917
H 1.751 2.482 3.924
H 0.964 -1.550 1.719
H 1.568 -0.908 0.174
H 2.695 -1.299 1.492
H 1.240 3.273 1.298
H -2.688 3.194 2.313
H -1.223 3.020 3.259
H -2.952 -0.491 1.621
H -3.578 1.092 1.069
H -4.040 0.435 2.637
H -0.677 1.026 3.936
H -0.089 4.892 1.521
H -0.342 4.535 -0.195
H -1.670 1.097 0.303
H -0.924 3.146 -1.806
H -1.439 1.479 -2.032
H -3.167 3.686 -1.757
H -3.402 2.738 -0.299
H -5.620 0.997 -2.276
H 2.525 3.309 -0.942
C 0.659 -5.951 4.147
C 1.449 -4.885 3.412
O 0.652 -3.892 2.786
C -0.148 -3.091 3.639
C 0.666 -2.248 4.600
H -0.049 -6.436 3.474
H 1.340 -6.708 4.538
H 0.103 -5.543 4.992
H 2.007 -5.336 2.591
H 2.186 -4.426 4.082
H -0.905 -3.680 4.167
H -0.689 -2.431 2.957
H 1.206 -2.829 5.349
H 0.005 -1.558 5.126
H 1.404 -1.683 4.031
C 4.543 -4.699 0.483
C 3.255 -5.158 -0.181
O 3.330 -5.262 -1.588
C 4.281 -6.186 -2.096
C 4.053 -7.620 -1.653
H 4.862 -3.737 0.077
H 4.385 -4.591 1.558
H 5.357 -5.411 0.342
H 2.466 -4.426 0.004
H 2.918 -6.103 0.260
H 5.300 -5.867 -1.846
H 4.181 -6.112 -3.178
H 4.166 -7.743 -0.575
H 4.781 -8.272 -2.135
H 3.053 -7.953 -1.932
C -4.755 4.212 -5.132
C -3.353 3.626 -5.060
O -3.004 2.801 -6.153
C -3.020 3.421 -7.430
C -2.068 4.596 -7.563
H -5.489 3.411 -5.228
H -4.975 4.773 -4.224
H -4.880 4.888 -5.979
H -3.292 2.973 -4.188
H -2.609 4.421 -4.921
H -4.038 3.724 -7.696
H -2.732 2.629 -8.121
H -2.336 5.421 -6.903
H -2.094 4.973 -8.586
H -1.046 4.290 -7.335
*
```